No. 1
Formula: C43H32BrIrO3P2S
Source: the OMol25 dataset
Level of theory: ωB97M-V/def2-TZVPD

Geometry as XYZ:
```
83
Properties=species:S:1:pos:R:3:forces:R:3:lowdin_charge:R:1
Ir 0.539 0.075 0.109 0.2 -0.6 -0.3 1.07
O 0.727 -2.909 -0.406 0.0 0.0 0.0 -0.33
S 0.041 -1.786 -1.016 0.0 0.2 -0.1 0.81
C -1.698 -2.000 -1.002 -0.1 0.1 -0.1 -0.37
C -2.265 -3.243 -1.232 -0.1 0.0 0.0 -0.03
C -3.648 -3.314 -1.337 0.0 0.0 0.0 0.00
C -4.421 -2.161 -1.244 0.0 0.0 0.0 0.00
C -3.834 -0.928 -0.977 -0.1 0.0 0.0 -0.04
C -2.454 -0.847 -0.824 0.0 -0.1 0.2 -0.34
P -1.639 0.644 -0.209 0.1 -0.1 -0.1 1.02
C -1.974 1.910 -1.422 -0.1 0.1 0.0 -0.34
C -2.052 1.525 -2.767 0.0 0.1 0.0 -0.10
C -2.371 2.463 -3.734 0.0 -0.1 0.0 -0.05
C -2.606 3.785 -3.369 0.0 0.0 0.0 -0.03
C -2.522 4.172 -2.038 0.0 0.0 0.0 -0.03
C -2.209 3.238 -1.061 0.0 0.0 0.0 -0.06
C -2.295 1.031 1.410 0.3 -0.1 0.1 -0.33
C -1.711 2.093 2.115 0.0 0.0 0.0 -0.11
C -2.087 2.341 3.423 0.0 0.0 0.0 -0.03
C -3.029 1.526 4.041 0.0 0.0 0.0 -0.03
C -3.584 0.456 3.356 0.0 0.0 0.0 -0.03
C -3.211 0.192 2.046 0.0 0.1 0.0 -0.05
C 0.509 -1.737 -2.737 -0.1 -0.1 0.0 -0.32
C -0.288 -2.287 -3.724 0.0 0.0 0.0 -0.02
C 0.203 -2.391 -5.025 0.0 0.0 0.0 0.00
C 1.480 -1.958 -5.328 0.0 0.0 0.0 0.00
C 2.276 -1.387 -4.337 0.0 0.0 0.0 -0.04
C 1.800 -1.272 -3.035 0.1 0.0 -0.1 -0.38
P 2.822 -0.354 -1.882 0.1 -0.1 0.0 1.24
C 3.441 -1.325 -0.551 0.0 0.0 0.0 -0.36
C 3.705 -2.675 -0.873 0.0 0.0 0.0 -0.06
C 4.264 -3.507 0.071 0.0 0.0 0.0 -0.01
C 4.575 -3.014 1.336 0.0 0.0 0.0 0.02
C 4.339 -1.676 1.655 0.0 0.0 0.0 -0.03
C 3.800 -0.822 0.719 0.0 0.0 0.0 -0.08
C 1.942 1.181 -1.538 0.0 0.2 0.4 -0.46
C 1.120 1.678 -2.585 -0.2 0.3 0.0 -0.07
C 0.789 3.017 -2.632 0.2 0.0 0.1 -0.04
C 1.265 3.897 -1.657 0.0 -0.2 0.0 0.02
C 2.077 3.442 -0.613 -0.2 0.2 -0.3 -0.01
C 2.441 2.121 -0.582 0.2 -0.3 0.0 -0.09
H -1.645 -4.126 -1.327 0.0 0.0 0.0 0.14
H -4.125 -4.271 -1.506 0.0 0.0 0.0 0.13
H -5.495 -2.226 -1.354 0.0 0.0 0.0 0.13
H -4.452 -0.046 -0.862 0.0 0.0 0.0 0.14
H -1.887 0.493 -3.056 0.0 0.0 0.0 0.11
H -2.459 2.164 -4.770 0.0 0.0 0.0 0.13
H -2.873 4.512 -4.125 0.0 0.0 0.0 0.13
H -2.726 5.196 -1.757 0.0 0.0 0.0 0.13
H -2.191 3.543 -0.025 0.0 0.0 0.0 0.10
H -0.950 2.717 1.660 0.0 0.0 0.0 0.11
H -1.647 3.170 3.962 0.0 0.0 0.0 0.13
H -3.325 1.726 5.062 0.0 0.0 0.0 0.13
H -4.313 -0.181 3.840 0.0 0.0 0.0 0.13
H -3.648 -0.655 1.538 0.0 0.0 0.0 0.10
H -1.282 -2.647 -3.499 0.0 0.0 0.0 0.12
H -0.421 -2.825 -5.795 0.0 0.0 0.0 0.13
H 1.865 -2.049 -6.335 0.0 0.0 0.0 0.14
H 3.266 -1.024 -4.585 0.0 0.0 0.0 0.13
H 3.458 -3.068 -1.851 0.0 0.0 0.0 0.12
H 4.461 -4.542 -0.174 0.0 0.0 0.0 0.13
H 5.016 -3.671 2.074 0.0 0.0 0.0 0.13
H 4.599 -1.294 2.634 0.0 0.0 0.0 0.10
H 3.663 0.212 0.996 0.0 0.0 0.0 0.06
H 0.757 1.011 -3.356 0.0 0.0 0.0 0.12
H 0.160 3.383 -3.432 0.0 0.0 0.0 0.12
H 1.009 4.948 -1.721 0.0 0.0 0.0 0.14
H 2.445 4.124 0.141 0.0 0.0 0.0 0.14
H 3.125 1.785 0.183 0.0 0.1 0.0 0.09
Br 3.508 1.290 3.974 0.0 0.1 0.0 0.89
C 2.089 0.286 4.710 -0.1 0.0 0.0 -0.57
C 2.147 0.039 6.069 0.0 0.0 0.0 -0.09
C 1.174 -0.744 6.677 0.0 0.0 0.0 -0.01
C 0.141 -1.303 5.936 0.0 0.0 0.0 -0.03
C 0.078 -1.064 4.580 0.0 0.0 0.0 0.01
C 1.037 -0.256 3.949 0.1 0.1 0.0 -0.17
C 0.857 -0.024 2.536 -0.3 -0.3 0.0 -0.52
O 0.062 -0.798 1.834 0.2 0.2 0.3 -0.13
O 1.402 0.894 1.836 -0.2 0.3 -0.1 -0.16
H 2.958 0.451 6.652 0.0 0.0 0.0 0.12
H 1.233 -0.923 7.743 0.0 0.0 0.0 0.13
H -0.604 -1.920 6.418 0.0 0.0 0.0 0.12
H -0.723 -1.481 3.985 0.0 0.0 0.0 0.13
```
Forces are in eV/Å.

## Properties
Multiplicity = 2
⟨S²⟩ = 0.77
Orbital gap (spin up / spin down) = 6.5 / 5.2 eV
ΔE to the lowest compared entry with this formula, charge and spin = 0.226 eV
Max |F| = 0.72 eV/Å
Total charge = +3

No. 2
Formula: C32H88CdN5O15
Source: the OMol25 dataset
Level of theory: ωB97M-V/def2-TZVPD

Geometry as XYZ:
```
141
Properties=species:S:1:pos:R:3:forces:R:3:lowdin_charge:R:1
Cd 1.904 3.700 -0.716 1.0 -1.2 2.7 1.46
C 0.223 -0.052 0.046 0.3 -0.4 0.4 -0.07
C 0.858 0.947 0.993 -0.7 0.8 1.2 -0.44
O 1.683 1.925 0.472 1.5 0.6 -1.1 -0.43
H -0.376 -0.711 0.678 -0.4 0.0 -0.1 0.06
H 0.944 -0.728 -0.416 0.3 0.2 -0.2 0.07
H -0.392 0.405 -0.727 0.1 0.0 0.2 0.04
H 1.323 0.456 1.853 0.9 -0.7 -0.4 0.09
H 0.075 1.406 1.606 -1.0 0.4 -0.5 0.08
O 1.813 2.825 -2.551 0.9 0.5 -1.8 -0.13
H 1.312 1.995 -2.547 -0.4 -1.3 -0.1 0.02
H 2.315 2.799 -3.369 0.2 0.1 -0.1 0.09
O 3.950 -0.010 -0.637 0.2 0.3 -0.4 -0.07
H 3.266 0.550 -0.262 -0.4 0.4 0.3 -0.02
H 3.926 -0.807 -0.101 -0.2 -0.5 0.1 -0.01
O -0.101 3.828 -0.879 -0.9 0.7 0.4 -0.19
H -0.493 3.172 -1.485 -0.7 -1.2 -0.5 0.00
H -0.725 4.577 -0.877 -0.6 1.4 0.1 0.00
O 1.008 3.409 3.259 -0.2 0.3 0.4 -0.05
H 1.236 3.894 2.464 0.1 -0.1 -0.1 0.00
H 0.934 2.498 2.969 0.1 -0.2 -0.2 -0.02
C -0.331 -3.815 3.041 -0.9 -0.8 -0.1 -0.10
O 0.617 -4.286 2.074 0.2 0.2 1.3 -0.17
C 1.659 -3.364 1.802 -2.0 1.3 -1.9 -0.21
C 2.534 -3.885 0.676 0.7 -1.0 2.4 -0.22
N 3.580 -2.943 0.357 1.4 0.2 -1.7 -0.06
C 4.232 -3.508 -0.853 0.4 1.2 -1.4 -0.19
C 5.541 -2.848 -1.393 -0.2 0.0 1.0 -0.21
O 6.700 -3.329 -0.721 0.0 0.4 0.3 -0.20
C 7.884 -2.616 -1.102 -0.1 -1.1 0.0 -0.10
H -0.006 -3.211 3.889 0.9 -0.2 -0.2 0.07
H -0.846 -4.699 3.418 0.3 -0.2 0.2 0.09
H -1.171 -3.241 2.644 0.3 0.4 -0.8 0.06
H 2.135 -2.884 2.659 0.4 -0.7 0.3 0.12
H 1.141 -2.531 1.317 0.0 0.7 0.1 0.10
H 1.969 -4.184 -0.206 -0.2 0.4 0.1 0.13
H 3.024 -4.782 1.061 -0.2 -0.6 -0.2 0.13
H 4.337 -2.936 1.029 -0.3 -0.2 0.7 0.12
H 3.523 -3.352 -1.668 -0.2 0.1 -0.1 0.11
H 4.351 -4.593 -0.842 0.3 -0.1 0.5 0.12
H 5.564 -1.762 -1.283 -0.6 0.2 0.1 0.09
H 5.577 -3.021 -2.471 0.2 -0.4 -0.1 0.12
H 8.151 -3.007 -2.085 0.3 0.6 -0.3 0.09
H 8.698 -2.871 -0.424 -0.2 -0.3 0.1 0.09
H 7.811 -1.529 -1.060 -0.5 0.1 -0.3 0.09
C 1.282 -0.628 -3.417 -0.2 -0.6 0.5 -0.06
O 0.683 0.642 -3.230 -1.0 0.2 -0.6 -0.24
C -0.452 0.849 -4.094 0.9 0.3 -0.8 -0.19
C -1.198 2.084 -3.730 0.9 0.0 0.2 -0.20
N -1.542 2.059 -2.299 -0.4 0.4 -1.0 -0.06
C -2.911 2.568 -2.175 0.2 0.0 1.1 -0.16
C -3.402 2.503 -0.722 0.0 -0.4 -1.8 -0.17
O -3.871 1.162 -0.503 -0.1 1.2 -0.7 -0.17
C -3.696 0.721 0.796 0.6 -1.0 1.1 -0.13
H 0.540 -1.371 -3.121 0.2 -0.3 0.2 0.08
H 2.154 -0.677 -2.766 0.0 0.0 0.0 0.09
H 1.551 -0.859 -4.448 0.1 0.4 -0.2 0.10
H -1.179 0.039 -4.162 0.4 -0.6 0.5 0.12
H -0.065 1.028 -5.100 0.0 -0.4 -0.3 0.14
H -2.021 2.118 -4.447 -0.5 0.1 0.4 0.13
H -0.577 2.946 -3.976 0.0 0.3 0.3 0.12
H -1.589 1.095 -1.996 0.2 -0.2 0.1 0.09
H -3.526 1.939 -2.820 -0.6 0.4 0.0 0.13
H -2.903 3.616 -2.473 -0.2 0.0 -0.3 0.10
H -4.173 3.276 -0.702 -0.5 -0.3 0.7 0.13
H -2.570 2.821 -0.093 -0.1 -0.3 0.5 0.11
H -2.631 0.540 0.962 0.3 0.6 0.5 0.07
H -4.090 -0.280 0.977 -0.6 0.0 -0.6 0.09
H -4.156 1.356 1.554 0.2 0.3 0.0 0.09
C -2.883 4.091 2.633 0.5 0.4 0.5 -0.09
O -2.872 4.998 1.528 -0.5 0.4 0.4 -0.18
C -1.703 5.790 1.535 0.9 -0.2 -0.2 -0.23
C -1.687 6.775 0.362 -1.1 -2.0 0.5 -0.14
N -1.728 5.975 -0.902 1.3 1.3 0.3 -0.07
C -1.649 6.925 -2.005 -1.5 0.0 -1.2 -0.19
C -2.445 6.339 -3.186 0.6 0.7 0.0 -0.20
O -3.742 5.934 -2.806 1.1 -2.0 -0.2 -0.22
C -4.636 6.872 -2.295 0.0 1.0 -1.0 -0.08
H -2.625 4.619 3.553 0.2 0.2 0.0 0.09
H -2.127 3.317 2.490 0.0 -0.2 -0.1 0.08
H -3.857 3.662 2.864 -0.1 0.1 -0.8 0.09
H -0.864 5.093 1.456 0.4 -0.1 -0.3 0.10
H -1.461 6.303 2.468 -0.8 0.2 0.3 0.13
H -0.829 7.442 0.436 0.1 -0.2 -0.3 0.13
H -2.600 7.372 0.409 0.0 0.3 0.1 0.12
H -2.630 5.530 -1.014 -0.3 0.0 0.5 0.10
H -0.665 7.229 -2.363 0.3 -0.3 0.4 0.13
H -2.177 7.836 -1.715 0.2 0.3 0.0 0.11
H -1.870 5.509 -3.600 -0.5 -0.7 0.3 0.11
H -2.432 7.026 -4.035 -0.4 0.5 0.1 0.13
H -4.693 7.641 -3.069 -0.4 0.6 0.3 0.10
H -4.312 7.310 -1.350 -0.1 0.0 0.1 0.08
H -5.614 6.398 -2.221 0.2 0.0 0.2 0.10
C 4.424 -4.111 7.972 -0.3 -0.7 0.1 -0.14
O 3.930 -2.898 7.523 -0.4 0.8 -0.7 -0.18
C 3.694 -2.982 6.116 1.6 1.8 0.8 -0.22
C 3.523 -1.569 5.569 -1.7 -1.8 -0.5 -0.20
N 2.137 -1.164 5.744 1.0 1.9 0.1 -0.05
C 1.779 -0.108 4.826 -1.8 -0.8 0.5 -0.22
C 0.278 0.189 4.931 1.3 1.9 -1.4 -0.22
O -0.479 -0.725 4.160 -0.5 -0.4 1.0 -0.20
C -1.864 -0.453 4.293 -0.2 0.1 -0.3 -0.10
H 5.246 -4.432 7.328 0.2 -0.2 0.1 0.08
H 3.606 -4.830 7.887 0.2 -0.6 0.2 0.09
H 4.752 -4.035 9.008 -0.1 0.1 -0.1 0.09
H 2.858 -3.644 5.887 0.0 -0.1 -0.2 0.13
H 4.644 -3.264 5.657 -0.1 -1.0 -0.1 0.12
H 3.685 -1.651 4.490 0.3 0.0 -0.4 0.10
H 4.300 -0.901 5.939 -0.4 0.2 0.5 0.13
H 1.427 -1.872 5.851 0.4 -0.2 -0.2 0.11
H 1.890 -0.362 3.768 0.4 -0.4 -0.3 0.09
H 2.353 0.810 4.955 0.0 0.0 0.5 0.13
H 0.235 1.140 4.391 -0.5 0.4 0.0 0.09
H -0.058 0.456 5.933 -0.3 -0.9 0.2 0.13
H -2.117 0.515 3.854 0.1 0.3 0.0 0.08
H -2.215 -0.442 5.326 0.2 -0.1 0.2 0.09
H -2.461 -1.189 3.755 0.3 -0.2 0.0 0.08
C -1.747 -3.615 -0.336 -0.8 0.2 -1.3 -0.07
O -2.846 -3.203 -1.156 -0.2 -0.2 -0.9 -0.19
C -2.633 -2.060 -1.988 0.7 0.1 1.7 -0.24
C -3.458 -2.059 -3.256 -0.6 -0.4 0.9 -0.19
N -3.313 -3.245 -4.123 0.3 1.3 0.2 -0.03
C -1.930 -3.462 -4.546 0.3 -1.4 -0.1 -0.21
C -1.867 -4.720 -5.425 -1.0 -0.2 0.5 -0.21
O -1.951 -5.859 -4.563 0.7 0.5 0.1 -0.20
C -1.977 -7.077 -5.266 -0.3 -0.2 0.1 -0.12
H -0.873 -3.700 -0.985 0.3 -0.2 0.2 0.08
H -2.078 -4.602 -0.016 0.5 0.1 0.5 0.10
H -1.544 -2.898 0.460 -0.1 -0.2 0.2 0.06
H -1.565 -1.927 -2.180 0.3 -0.3 -0.2 0.09
H -2.889 -1.235 -1.318 -0.2 0.7 -0.5 0.11
H -3.302 -1.086 -3.725 0.3 -0.2 -0.6 0.10
H -4.486 -1.988 -2.899 -0.2 -0.3 -0.3 0.12
H -3.479 -4.023 -3.497 -0.4 -0.3 0.0 0.11
H -1.348 -3.721 -3.659 0.6 0.3 0.0 0.11
H -1.457 -2.640 -5.084 -0.4 0.3 0.1 0.11
H -1.002 -4.768 -6.089 0.3 0.0 0.2 0.12
H -2.776 -4.737 -6.029 0.0 0.2 -0.4 0.12
H -2.938 -7.178 -5.773 0.0 -0.1 -0.3 0.09
H -1.887 -7.911 -4.569 -0.1 0.2 0.2 0.09
H -1.142 -7.179 -5.961 0.0 0.2 -0.2 0.09
```
Forces are in eV/Å.

## Properties
Orbital gap = 4.9 eV
Max |F| = 3.07 eV/Å
Total charge = +1